Entry 1:
9
Properties=species:S:1:pos:R:3:forces:R:3 method="wB97M-V/def2-TZVPD" total_charge=0 orbital_gap_ev=10.00 e_homo_ev=-9.29 lumo_ev=0.7
C 0.92019 -0.20466 0.44181 0.287 -0.132 -0.153
C -1.75877 0.92110 -0.17663 -0.178 -0.329 -1.248
N 1.69676 -1.01147 1.11328 2.721 1.019 0.565
N -1.44971 2.06988 -0.05216 -0.833 -0.408 -0.238
O -2.18040 -0.11133 -0.55229 0.253 0.600 0.865
Cl 1.84430 1.12019 -0.21277 0.248 0.291 0.166
H 2.76542 -0.85851 1.41823 -2.998 -0.423 -1.154
H 1.24016 -1.85089 1.38134 -0.082 -0.716 0.644
H -0.87201 2.72464 0.39576 0.582 0.097 0.553

***

Entry 2:
13
Properties=species:S:1:pos:R:3:forces:R:3 method="wB97M-V/def2-TZVPD" total_charge=0 orbital_gap_ev=10.06 e_homo_ev=-9.29 lumo_ev=0.8
C 0.40256 1.90342 -1.01388 -0.543 -0.211 -0.608
C -0.42941 1.16500 -1.74666 -0.030 -0.068 0.010
C -0.60716 -0.29347 -1.63255 0.006 -0.156 -0.037
C -0.69447 -1.00202 -0.50217 0.124 -0.638 -0.115
C -0.69814 -0.44898 0.88499 -0.206 0.058 0.034
Cl 0.90638 -0.63120 1.69328 0.012 -0.061 -0.041
H 1.03797 1.49521 -0.26830 0.424 -0.468 0.546
H 0.49915 2.95149 -1.18678 -0.047 0.588 -0.122
H -1.01121 1.63602 -2.53817 0.114 0.032 0.097
H -0.68788 -0.83486 -2.58706 0.045 0.214 0.451
H -0.76004 -2.10295 -0.57416 -0.047 0.684 0.024
H -0.91536 0.61581 0.90246 -0.034 -0.047 -0.057
H -1.41130 -0.97400 1.52779 0.183 0.072 -0.182

***

Entry 3:
12
Properties=species:S:1:pos:R:3:forces:R:3 method="wB97M-V/def2-TZVPD" total_charge=+1 orbital_gap_ev=7.68 e_homo_ev=-12.15 lumo_ev=-4.5
N -1.11047 -0.69651 2.08378 2.290 0.757 1.884
H -1.28665 0.08048 2.81010 -0.468 -1.680 -1.076
H -0.25455 -1.23404 2.50128 -1.921 0.857 -1.016
H -0.73406 -0.13307 1.28298 -0.669 -0.751 -0.042
H -1.90050 -1.36042 1.88790 0.749 1.100 0.138
C 1.37130 0.22137 -2.18062 0.024 -1.888 2.745
C 0.47136 0.14616 -1.13459 0.676 1.723 0.513
O -0.21928 1.29912 -0.57397 -0.207 -2.632 -1.386
H 2.38526 -0.31923 -1.90909 -2.458 0.295 -1.602
H 1.12912 0.70090 -3.13169 0.715 0.718 0.674
H 0.24325 -0.72297 -0.43589 1.231 1.117 -0.790
H -0.09477 2.01822 -1.20018 0.037 0.384 -0.042

***

Entry 4:
11
Properties=species:S:1:pos:R:3:forces:R:3 method="wB97M-V/def2-TZVPD" total_charge=+1 orbital_gap_ev=7.28 e_homo_ev=-14.09 lumo_ev=-6.8
C 0.92884 1.15632 0.03337 3.048 -1.097 0.174
C -0.45491 0.93712 0.02706 -3.826 1.985 -0.130
C -0.15178 -1.44948 -0.43346 0.755 0.288 -2.585
N 1.60873 0.07290 0.11279 0.405 -0.580 0.009
N -0.15561 -2.44543 0.25667 0.054 0.043 -0.863
O -0.95197 -0.18452 -0.24068 -1.024 0.695 1.600
I 3.62933 -0.02382 -0.02144 -0.626 0.281 0.100
H 1.49083 2.04589 -0.06326 -0.465 1.679 0.015
H -1.25564 1.84698 0.19489 2.027 -2.389 -0.542
H 0.21224 -1.24020 -1.47609 0.079 -0.962 1.166
H -0.68262 -2.50788 1.09419 -0.427 0.056 1.057

***

Entry 5:
53
Properties=species:S:1:pos:R:3:forces:R:3 method="wB97M-V/def2-TZVPD" total_charge=-2 orbital_gap_ev=7.02 e_homo_ev=-3.07 lumo_ev=3.9
K 0.47867 1.72878 1.10570 0.019 -0.052 0.093
O -1.65395 7.89018 3.20596 0.003 0.009 0.002
C -1.23025 6.67143 2.72068 -0.015 -0.015 -0.014
C -2.09582 5.82471 2.04917 0.004 0.052 0.028
C -1.60404 4.61219 1.58793 -0.003 0.010 0.022
N -0.33701 4.24790 1.77110 0.072 0.026 -0.027
C 0.49764 5.06968 2.41062 -0.078 0.016 -0.015
C 0.08732 6.30022 2.91135 0.026 -0.006 0.007
C 1.97734 4.63474 2.57889 0.108 -0.096 -0.091
O 2.66490 5.38370 3.30019 0.016 -0.009 -0.016
O 2.32452 3.59754 1.96502 -0.181 0.082 0.101
C -2.54703 3.65397 0.82188 0.030 0.012 -0.031
O -3.72586 4.03905 0.70907 -0.018 -0.001 0.003
O -2.02013 2.60323 0.38793 -0.005 -0.006 0.009
H -2.58604 7.97385 2.98123 -0.004 -0.002 0.000
H -3.13687 6.06688 1.86884 -0.005 -0.024 -0.012
H 0.79980 6.92528 3.42953 0.001 -0.008 -0.001
C 3.99036 -2.20573 -4.42818 -0.008 -0.012 -0.022
N 3.07975 -1.88526 -3.35838 -0.058 -0.071 -0.027
C 3.42165 -1.33839 -2.12881 0.031 0.040 0.101
C 2.28618 -1.16578 -1.43301 -0.097 -0.079 -0.065
N 1.25157 -1.62404 -2.24192 -0.049 0.097 0.103
C 1.73661 -2.06828 -3.43762 0.018 0.046 -0.004
S 0.92628 -2.68660 -4.77704 -0.010 -0.029 -0.035
C -0.12104 -1.52737 -1.83394 0.057 -0.128 -0.172
C -0.96832 -2.61134 -1.99918 -0.121 0.066 0.044
C -2.26758 -2.46813 -1.53741 0.183 0.053 -0.020
C -2.63942 -1.27349 -0.94178 -0.151 -0.067 -0.108
C -1.71279 -0.25088 -0.83431 0.099 0.091 -0.028
N -0.45693 -0.37700 -1.28203 -0.033 0.005 0.062
H 5.00326 -1.99394 -4.09141 0.001 0.003 0.007
H 3.76186 -1.61251 -5.31379 -0.001 0.003 0.004
H 3.89788 -3.25744 -4.69877 0.002 0.001 0.001
H 4.44339 -1.14697 -1.85543 -0.003 0.026 -0.014
H 2.07943 -0.84892 -0.41805 0.064 0.013 0.025
H -0.60873 -3.52042 -2.45441 -0.008 -0.011 -0.014
H -2.96665 -3.29087 -1.61714 0.004 -0.007 -0.018
H -3.64060 -1.11995 -0.56176 0.013 -0.008 0.021
H -1.98367 0.70468 -0.39186 0.033 -0.006 0.021
O 1.43253 -1.04307 1.44649 0.060 0.104 -0.114
C 0.24369 -1.33748 1.72863 0.057 -0.021 0.185
O -0.61442 -0.59820 2.24308 -0.041 -0.035 -0.039
C -0.19153 -2.76463 1.38024 -0.006 0.025 -0.001
C -1.48897 -3.18266 1.64740 -0.008 -0.024 0.006
C -1.91041 -4.45231 1.27744 0.020 -0.016 0.011
C -1.03375 -5.31597 0.63106 -0.011 -0.004 0.010
C 0.26846 -4.90734 0.37072 0.009 -0.009 0.012
C 0.68592 -3.63849 0.74880 -0.003 -0.022 0.015
H -2.15279 -2.47642 2.12970 -0.002 0.003 0.001
H -2.92779 -4.76739 1.48211 -0.001 -0.001 -0.005
H -1.36547 -6.30308 0.32880 0.003 -0.004 0.003
H 0.95560 -5.57584 -0.13593 -0.004 -0.003 -0.004
H 1.69325 -3.29179 0.55264 -0.008 -0.004 0.000

***

Entry 6:
20
Properties=species:S:1:pos:R:3:forces:R:3 method="wB97M-V/def2-TZVPD" total_charge=0 orbital_gap_ev=8.20 e_homo_ev=-8.10 lumo_ev=0.1
C 0.50127 0.91403 1.29694 2.054 -0.630 0.797
C 0.66943 -0.43292 0.50545 0.697 2.737 -0.706
C -0.23928 -0.62991 -0.71293 2.665 -0.680 -0.568
C -0.10805 -1.97370 -1.40387 1.891 -1.507 -0.371
N -0.60841 0.29688 -1.48235 -1.490 1.596 -0.775
C -1.11441 1.55980 -1.14769 -1.164 -2.398 1.121
C -2.11576 1.57836 -0.20605 2.017 -0.479 -0.975
N -2.38657 0.47703 0.57521 -0.279 -0.154 -0.278
C -2.02427 -0.68334 0.61721 -1.195 -0.877 2.056
O -1.88079 -1.77535 1.06774 0.008 1.063 -1.021
H 0.56497 1.79387 0.70191 0.641 0.427 -0.905
H 1.27464 1.02966 2.11716 -0.568 -0.431 -1.062
H -0.40266 1.10974 1.78001 -1.683 -0.543 0.909
H 0.64040 -1.28111 1.17182 0.467 -0.261 -0.115
H 1.66491 -0.21592 -0.07836 -1.369 -1.245 1.369
H -1.09243 -2.40362 -1.59130 0.038 0.180 -0.297
H 0.42714 -2.77588 -0.75322 -0.698 1.526 -1.090
H 0.48766 -1.82818 -2.41810 -1.360 -0.383 2.136
H -1.02970 2.25377 -1.94346 0.164 1.044 -0.153
H -2.69662 2.42116 0.01182 -0.836 1.013 -0.071

***

Entry 7:
104
Properties=species:S:1:pos:R:3:forces:R:3 method="wB97M-V/def2-TZVPD" total_charge=-2 orbital_gap_ev=3.63 e_homo_ev=-0.23 lumo_ev=3.4
Pb -0.02109 -1.16119 0.70962 -0.146 0.674 -0.128
C -6.01608 -1.07964 3.93229 0.170 0.090 -0.012
C -6.08449 -2.46063 3.60835 0.117 -0.032 -0.043
C -5.00603 -3.12057 3.06480 -0.118 0.007 0.075
C -3.81672 -2.40332 2.83105 0.103 -0.105 -0.089
C -2.56027 -2.74324 2.26573 -0.156 0.172 -0.172
N -2.18581 -4.03221 1.93466 0.068 0.126 0.221
C -1.07294 -4.41752 1.44390 -0.038 0.081 0.047
C -0.61886 -5.82597 1.40785 0.282 0.030 -0.100
C -1.29183 -7.01581 1.62302 -0.100 -0.005 0.027
C -0.57919 -8.20710 1.52693 0.022 0.018 -0.014
C 0.78864 -8.20591 1.25507 0.017 0.092 -0.024
C 1.47339 -7.00691 1.07236 -0.010 -0.054 0.024
C 0.75434 -5.82812 1.13408 -0.174 0.221 -0.021
C 1.18844 -4.41578 0.97117 0.049 0.049 0.170
N 2.40218 -4.03003 0.91968 -0.008 0.249 0.145
C 2.84417 -2.70624 0.96996 0.160 0.078 -0.213
N 2.16918 -1.63774 1.47980 0.073 -0.224 0.316
C 2.99448 -0.55330 1.54639 -0.117 -0.165 -0.086
N 2.70428 0.67835 2.12010 0.055 0.117 -0.056
C 1.54404 0.98494 2.60262 -0.023 -0.310 -0.231
N 0.38021 0.24703 2.56505 -0.005 0.166 0.209
C -0.66068 0.98083 3.07879 -0.119 -0.237 0.005
N -1.91106 0.65707 3.19870 0.059 0.062 -0.205
C -2.41808 -0.59524 2.86275 -0.188 -0.132 0.046
N -1.77343 -1.62216 2.26836 0.277 -0.275 0.391
C -3.73811 -1.02718 3.19413 0.190 0.195 -0.053
C -4.85357 -0.36595 3.73422 -0.152 -0.143 0.065
C -0.12152 2.29321 3.52452 0.062 -0.006 -0.079
C -0.73740 3.40448 4.07198 0.041 0.049 0.025
C 0.04815 4.51987 4.35805 0.011 -0.125 -0.030
C 1.41923 4.50983 4.09361 -0.052 -0.034 -0.010
C 2.03116 3.39173 3.53204 0.095 0.013 -0.015
C 1.24780 2.28609 3.24643 -0.195 0.131 0.042
C 4.24447 -0.90413 0.97722 -0.029 0.060 -0.016
C 5.41251 -0.17892 0.66894 0.058 -0.044 0.001
C 6.44343 -0.81961 0.02237 -0.025 0.070 0.056
C 6.35720 -2.19760 -0.31672 -0.167 -0.141 0.091
C 5.23169 -2.93084 -0.01456 0.181 0.159 0.052
C 4.15469 -2.28506 0.62300 -0.273 -0.224 0.007
N -0.00257 -3.61786 0.93070 0.117 -0.312 -0.594
H -6.89039 -0.58637 4.34305 -0.011 -0.002 -0.002
H -7.00946 -2.99733 3.79092 -0.005 -0.016 -0.012
H -5.06475 -4.17465 2.81126 0.015 0.068 -0.001
H -2.35209 -7.00837 1.85051 0.053 0.014 -0.024
H -1.09275 -9.15253 1.65973 -0.009 0.001 0.022
H 1.32106 -9.14736 1.17560 -0.011 0.010 0.037
H 2.53936 -6.98283 0.88043 -0.030 0.009 -0.025
H -4.79251 0.69028 3.97286 0.018 -0.031 0.034
H -1.80454 3.39494 4.25778 0.008 -0.011 0.017
H -0.40618 5.40366 4.79160 0.000 0.003 -0.014
H 2.01190 5.38816 4.32591 -0.002 -0.015 -0.011
H 3.09444 3.38639 3.31352 -0.068 -0.046 0.002
H 5.48061 0.87513 0.92162 -0.004 -0.047 0.012
H 7.34186 -0.26816 -0.23773 -0.017 -0.009 0.003
H 7.19126 -2.67109 -0.82444 -0.004 0.008 0.011
H 5.15237 -3.98307 -0.26409 0.015 0.034 -0.050
C 0.38022 1.61889 -4.68614 0.020 0.125 0.152
C 1.55624 0.93949 -3.99063 -0.188 -0.160 0.096
S 1.17049 -0.53327 -3.00507 -0.002 -0.126 -0.219
C 0.28335 -1.54768 -4.22585 -0.197 0.113 0.227
C -1.28163 -1.59574 -4.13583 0.369 0.216 0.240
S -2.03336 -0.86142 -2.64827 -0.202 0.261 -0.156
C -3.08341 0.41577 -3.41179 0.313 -0.128 0.060
C -2.41632 1.49613 -4.26682 0.074 0.073 0.231
S -0.91823 2.27980 -3.58318 -0.219 -0.258 -0.391
H -0.11044 0.92372 -5.36716 0.051 0.010 -0.043
H 0.75436 2.46167 -5.27046 0.044 -0.043 -0.098
H 2.02789 1.61546 -3.27114 0.029 0.008 -0.116
H 2.29779 0.67514 -4.75113 0.032 0.117 0.013
H 0.68194 -2.55056 -4.07819 -0.045 0.002 -0.069
H 0.59051 -1.20103 -5.21581 -0.007 -0.130 -0.041
H -1.60867 -2.63465 -4.15542 0.047 -0.031 -0.136
H -1.71779 -1.07865 -4.99219 -0.021 -0.097 -0.047
H -3.56541 0.86567 -2.54027 -0.074 0.038 -0.118
H -3.84804 -0.07895 -4.01795 -0.116 0.138 0.044
H -3.12338 2.31426 -4.41797 -0.072 -0.070 -0.116
H -2.14161 1.10521 -5.24598 -0.082 0.016 -0.043
Te -0.34478 -3.49177 -1.33973 -0.010 -0.872 0.120
N 0.19155 1.27156 -0.57308 0.011 0.305 0.284
S 0.30082 2.73541 -0.03674 0.009 -0.040 -0.424
C 1.51064 3.56679 -1.10160 0.109 -0.032 0.041
C 2.82099 3.28822 -0.71292 -0.048 -0.032 0.125
C 3.87507 3.64923 -1.53950 0.022 0.011 -0.007
C 3.62503 4.28337 -2.75105 -0.068 0.000 -0.002
C 2.31662 4.54534 -3.13994 0.018 0.002 0.078
C 1.25331 4.18361 -2.31941 0.065 0.157 0.024
C -1.22336 3.62805 -0.45642 -0.046 0.051 0.055
C -1.30907 4.99529 -0.68952 -0.023 -0.021 0.048
C -2.54276 5.56117 -0.99125 0.036 -0.025 0.061
C -3.68844 4.77594 -1.00501 0.022 -0.009 -0.023
C -3.60476 3.42086 -0.70649 0.076 0.042 0.013
C -2.37069 2.84290 -0.43976 -0.040 -0.018 -0.024
H -0.02215 1.21340 -1.57674 -0.042 0.022 0.402
H 2.99658 2.75033 0.22122 0.004 0.055 -0.142
H 4.89237 3.41850 -1.24587 -0.049 -0.003 0.011
H 4.44834 4.56456 -3.39777 -0.018 -0.030 0.016
H 2.11632 5.02203 -4.09282 0.003 0.000 0.013
H 0.23696 4.36496 -2.64550 0.123 0.054 0.070
H -0.42210 5.61665 -0.64619 -0.025 -0.036 -0.039
H -2.60766 6.62056 -1.21212 0.005 -0.024 0.029
H -4.64709 5.22396 -1.24086 0.022 -0.020 0.032
H -4.50123 2.81310 -0.67099 0.035 -0.004 -0.025
H -2.27910 1.78224 -0.22020 -0.005 0.077 -0.028

***

Entry 8:
32
Properties=species:S:1:pos:R:3:forces:R:3 method="wB97M-V/def2-TZVPD" total_charge=+1 orbital_gap_ev="8.70 / 8.21" e_homo_ev="-12.01 / -11.66" lumo_ev="-3.3 / -3.5"
C 3.79632 -1.59889 -1.42303 2.821 -1.288 -0.415
C 2.79977 -2.42111 -0.88456 -0.711 4.085 -0.772
C 3.75717 -0.22082 -1.41919 1.473 0.496 0.168
C 1.58275 -1.78209 -0.47181 1.357 -1.699 1.062
C 2.61200 0.35661 -0.97387 -0.586 2.246 0.360
C 1.58304 -0.41291 -0.54757 -1.497 -0.859 0.230
C -0.53844 1.22083 1.56733 3.605 -2.083 -0.357
C -0.35430 2.34651 0.60488 -0.828 0.535 -0.801
C -1.15541 0.57640 -0.54929 0.307 -0.935 2.006
C -1.93499 -0.07523 -1.56419 -2.881 0.185 0.705
C -1.48345 -1.04858 1.23617 -1.129 0.631 1.695
C -2.96724 0.93505 1.22739 3.078 0.783 -0.514
N -1.56761 0.38121 0.93851 0.342 -0.352 -0.944
O -0.86389 1.84049 -0.64556 0.746 1.034 -0.923
H 4.82485 -1.99201 -1.74232 -1.824 -0.027 0.535
H 3.02059 -3.40823 -0.73834 0.073 -2.493 0.273
H 4.65790 0.46782 -1.54413 -1.246 -1.404 -0.348
H 0.93600 -2.43810 0.17170 0.161 0.964 -1.104
H 2.65164 1.43962 -0.86579 -0.534 -0.055 -0.097
H 0.49636 0.60508 1.49854 -2.491 1.123 0.412
H -0.73344 1.46991 2.58258 -0.394 0.229 0.718
H -1.01298 3.17161 0.69199 -0.368 1.103 1.040
H 0.65504 2.71102 0.54001 0.461 -0.134 -0.238
H -1.86052 -1.10709 -1.59893 1.291 -2.137 -0.303
H -1.75730 0.38648 -2.48082 0.396 0.504 -1.656
H -3.06187 -0.10025 -1.41748 0.813 1.029 0.103
H -0.69521 -1.62062 0.94886 2.826 -0.443 -1.857
H -1.45542 -1.26071 2.25637 -0.050 0.575 2.279
H -2.31222 -1.61745 0.98556 -2.090 -0.377 -1.270
H -2.99463 1.88884 0.74496 0.033 0.974 0.291
H -3.50679 0.35852 0.59314 -2.616 -2.014 -0.912
H -3.11776 0.94809 2.27886 -0.533 -0.192 0.637

***

Number 1: energy -722.88835 hartree. Number 2: energy -654.86445 hartree. Number 3: energy -210.63946 hartree. Number 4: energy -598.74992 hartree. Number 5: energy -2630.75429 hartree. Number 6: energy -457.38800 hartree. Number 7: energy -4475.22974 hartree. Number 8: energy -597.57201 hartree.